Entry from OMol25: a cluster of 2 separate species, C3H7O2S in total (ωB97M-V/def2-TZVPD).

## Properties
Energy above the lowest of the compared OMol25 structures with the same formula, charge and spin ... 95.1 kJ/mol
HOMO level ... -4.42 eV
Total energy ... -667.20706 a.u.
Net charge ... -1

Each line ends with the natural charge from an NBO analysis.
Geometry (Å):
C: 1.546 -0.634 0.266  -0.632
C: 0.470 -0.620 -0.891  -0.502
S: 0.504 0.912 -2.030  -0.187
H: 1.177 -0.588 1.310  0.246
H: 2.217 0.300 0.072  0.202
H: 2.319 -1.493 0.188  0.175
H: 0.539 -1.476 -1.578  0.184
H: -0.531 -0.722 -0.453  0.290
H: -0.525 1.541 -1.476  0.182
O: -1.263 -0.378 1.256  -0.816
C: -1.950 0.701 1.114  0.627
O: -1.585 1.730 0.497  -0.780
H: -2.919 0.726 1.725  0.010

Entry from OMol25: a cluster of 2 separate species, C10H16 in total (ωB97M-V/def2-TZVPD).

## Properties
Energy above the lowest of the compared OMol25 structures with the same formula, charge and spin ... 302.9 kJ/mol
HOMO level ... -8.75 eV
Total energy ... -390.52050 a.u.
SMILES ... Cc1ccccc1.CCC

Each line ends with the natural charge from an NBO analysis.
Geometry (Å):
C: 2.669 0.825 0.116  -0.625
C: 1.897 -0.450 -0.072  -0.015
C: 1.082 -0.703 -1.213  -0.218
C: 0.316 -1.784 -1.362  -0.224
C: 0.034 -2.546 -0.116  -0.204
C: 0.755 -2.204 1.053  -0.214
C: 1.632 -1.161 1.103  -0.208
H: 3.301 0.734 0.884  0.213
H: 2.044 1.683 0.520  0.216
H: 3.155 1.279 -0.770  0.215
H: 1.254 -0.005 -2.068  0.210
H: 0.188 -2.076 -2.415  0.229
H: -0.661 -3.299 -0.048  0.206
H: 0.583 -2.753 1.936  0.206
H: 2.146 -1.125 2.097  0.216
C: -2.863 0.774 -0.527  -0.580
C: -1.424 0.842 -0.167  -0.447
C: -1.103 2.031 0.665  -0.614
H: -3.129 -0.208 -0.956  0.209
H: -3.294 1.513 -1.102  0.194
H: -3.549 1.166 0.436  0.178
H: -1.331 -0.281 0.101  0.222
H: -0.764 0.757 -1.006  0.210
H: -0.243 2.664 0.403  0.212
H: -1.946 2.541 0.815  0.203
H: -0.750 1.786 1.692  0.210